The following is a quantum chemistry calculation of a structure of composition C35H56Cl2CoFN3O6SSi, from OMol25.

Each line ends with the Löwdin charge.
Geometry (Å):
Co -0.568 -0.389 2.476  0.19
C -4.273 -3.996 -3.213  -0.06
C -2.866 -4.338 -2.756  -0.19
N -2.240 -3.268 -1.982  -0.04
C -2.303 -3.325 -0.614  0.03
C -1.874 -2.395 0.268  0.02
C -2.117 -2.768 1.763  -0.60
O -2.734 -3.819 1.926  0.01
O -1.680 -1.989 2.643  -0.09
C -1.263 -1.198 -0.262  -0.26
O -0.734 -0.274 0.348  -0.01
C -1.272 -1.096 -1.771  -0.01
C -0.758 0.063 -2.331  0.08
C -0.711 0.215 -3.694  -0.19
F -0.263 1.370 -4.224  0.08
C -1.170 -0.817 -4.507  -0.12
C -1.692 -1.976 -3.972  0.06
C -1.755 -2.135 -2.577  -0.13
N -1.159 -0.733 -5.980  -0.05
C -2.488 -0.341 -6.567  -0.05
C -2.505 -0.785 -8.046  -0.16
N -1.163 -1.238 -8.389  -0.08
C -0.183 -0.185 -8.172  -0.16
C -0.086 0.087 -6.653  -0.06
H -4.691 -4.821 -3.790  0.08
H -4.296 -3.099 -3.834  0.06
H -4.919 -3.819 -2.353  0.09
H -2.214 -4.597 -3.594  0.11
H -2.878 -5.211 -2.107  0.13
H -2.747 -4.219 -0.189  0.14
H -0.394 0.842 -1.671  0.14
H -2.038 -2.765 -4.628  0.12
H -2.557 0.738 -6.442  0.14
H -3.264 -0.812 -5.970  0.13
H -2.853 0.052 -8.662  0.12
H -3.197 -1.614 -8.179  0.12
H -1.122 -1.608 -9.328  0.13
H -0.972 -1.674 -6.347  0.17
H -0.444 0.747 -8.688  0.12
H 0.784 -0.515 -8.546  0.13
H -0.269 1.126 -6.411  0.12
H 0.865 -0.216 -6.220  0.15
C 2.320 2.998 1.333  -0.03
C 1.224 2.585 2.306  -0.60
C -0.110 3.130 1.839  -0.03
C 1.543 3.096 3.704  -0.02
O 1.113 1.130 2.333  -0.22
Si 2.336 -0.022 2.412  -0.15
S 1.349 -1.795 2.491  0.49
O 3.248 0.433 3.708  -0.16
C 4.605 0.122 4.045  -0.64
C 4.926 -1.323 3.678  -0.03
C 5.524 1.087 3.305  -0.03
C 4.735 0.325 5.546  -0.03
O 3.391 0.168 1.146  -0.17
C 3.444 -0.360 -0.180  -0.64
C 2.055 -0.438 -0.809  -0.05
C 4.073 -1.748 -0.123  -0.04
C 4.325 0.600 -0.969  -0.03
H 2.360 4.088 1.288  0.09
H 2.109 2.620 0.332  0.08
H 3.298 2.628 1.640  0.08
H -0.029 4.211 1.691  0.09
H -0.895 2.921 2.559  0.06
H -0.412 2.662 0.900  0.09
H 1.513 4.189 3.703  0.09
H 2.526 2.769 4.036  0.07
H 0.802 2.730 4.413  0.07
H 4.904 -1.468 2.596  0.06
H 4.193 -1.997 4.122  0.08
H 5.921 -1.593 4.039  0.09
H 5.368 1.013 2.230  0.07
H 6.569 0.862 3.528  0.09
H 5.319 2.113 3.618  0.09
H 4.117 -0.391 6.086  0.07
H 4.406 1.328 5.818  0.08
H 5.771 0.194 5.866  0.09
H 1.435 -1.149 -0.266  0.05
H 2.143 -0.749 -1.854  0.09
H 1.567 0.537 -0.771  0.07
H 3.466 -2.401 0.504  0.06
H 5.078 -1.685 0.300  0.08
H 4.148 -2.184 -1.123  0.08
H 3.853 1.581 -1.040  0.08
H 4.504 0.221 -1.978  0.08
H 5.286 0.718 -0.466  0.08
Cl -0.434 0.216 5.227  0.66
C 0.761 -0.526 6.273  -0.98
Cl 1.325 0.580 7.549  0.49
H 1.611 -0.800 5.655  0.00
H 0.315 -1.388 6.754  0.03
C -4.356 3.322 1.870  -0.07
C -4.354 2.207 2.925  -0.64
C -5.608 1.342 2.749  -0.07
C -4.375 2.842 4.323  -0.06
C -3.143 1.382 2.779  -0.14
C -2.147 0.697 2.661  -0.08
H -5.259 3.932 1.955  0.08
H -4.315 2.896 0.865  0.08
H -3.487 3.970 1.996  0.08
H -6.511 1.950 2.857  0.08
H -5.630 0.548 3.495  0.08
H -5.617 0.876 1.762  0.08
H -5.253 3.483 4.441  0.08
H -3.480 3.444 4.484  0.08
H -4.401 2.069 5.092  0.08

As for the spin multiplicity: 2. For the total energy, the calculation gives -138064.3646 eV.

The following is a quantum chemistry calculation of a cluster of 3 separate species, C35H56NO4 in total at a distorted geometry, from OMol25.

Each line ends with the Löwdin charge.
Geometry (Å):
C 4.355 -2.331 -0.884  -0.09
C 5.475 -1.343 -1.275  -0.23
C 6.605 -1.226 -0.230  -0.22
C 6.640 0.149 0.440  -0.21
C 5.560 0.269 1.550  -0.19
C 4.514 1.358 1.284  -0.22
C 3.147 0.962 1.853  -0.21
C 2.068 1.927 1.367  -0.21
C 1.465 1.482 0.033  -0.20
C 1.074 2.644 -0.880  -0.20
C 1.052 2.255 -2.352  -0.22
C -0.212 1.509 -2.763  -0.20
C -1.468 2.400 -2.858  -0.19
C -2.607 1.881 -1.945  -0.21
C -2.584 2.486 -0.536  -0.22
C -3.960 2.387 0.172  -0.20
C -3.882 1.748 1.576  -0.20
C -4.865 0.563 1.834  -0.37
N -4.232 -0.683 2.169  -0.15
C -3.595 -1.292 1.027  -0.37
C -4.398 -2.439 0.394  -0.20
C -5.625 -2.103 -0.475  -0.40
C -6.886 -1.868 0.383  -0.09
C -5.414 -0.993 -1.514  -0.08
H 4.264 -3.155 -1.581  0.06
H 4.506 -2.710 0.118  0.06
H 3.403 -1.805 -0.877  0.06
H 5.046 -0.365 -1.455  0.09
H 5.931 -1.681 -2.200  0.09
H 7.556 -1.353 -0.741  0.10
H 6.509 -1.987 0.534  0.10
H 7.612 0.239 0.918  0.10
H 6.509 0.928 -0.302  0.08
H 6.060 0.515 2.482  0.10
H 5.087 -0.699 1.673  0.10
H 4.840 2.288 1.746  0.11
H 4.381 1.511 0.216  0.09
H 3.200 1.000 2.940  0.11
H 2.924 -0.043 1.511  0.11
H 1.263 1.943 2.099  0.11
H 2.455 2.938 1.287  0.10
H 2.194 0.851 -0.482  0.10
H 0.596 0.856 0.211  0.11
H 1.800 3.444 -0.739  0.10
H 0.120 3.046 -0.554  0.09
H 1.187 3.136 -2.975  0.10
H 1.913 1.611 -2.536  0.10
H -0.382 0.704 -2.051  0.10
H -0.060 1.039 -3.732  0.10
H -1.240 3.419 -2.554  0.10
H -1.849 2.408 -3.873  0.09
H -3.555 2.153 -2.405  0.10
H -2.549 0.800 -1.857  0.09
H -1.841 1.963 0.058  0.09
H -2.276 3.528 -0.620  0.10
H -4.372 3.391 0.235  0.09
H -4.604 1.804 -0.480  0.07
H -2.862 1.479 1.825  0.08
H -4.158 2.544 2.270  0.08
H -5.496 0.839 2.682  0.07
H -5.538 0.468 0.959  0.07
H -3.261 -0.553 0.273  0.08
H -2.672 -1.766 1.397  0.07
H -4.758 -3.051 1.216  0.08
H -3.717 -3.055 -0.209  0.09
H -5.832 -3.004 -1.051  0.10
H -7.568 -2.703 0.246  0.04
H -6.642 -1.839 1.439  0.06
H -7.425 -0.981 0.062  0.06
H -4.369 -0.716 -1.613  0.05
H -6.006 -0.107 -1.312  0.05
H -5.727 -1.349 -2.496  0.06
C -6.220 -5.081 3.028  0.03
C -5.455 -5.795 3.855  0.02
C -5.376 -7.268 3.753  -0.40
O -4.683 -7.925 4.509  0.08
C -6.177 -7.922 2.690  0.01
C -6.940 -7.212 1.861  0.01
C -7.023 -5.735 1.967  -0.38
O -7.715 -5.083 1.212  0.10
H -6.287 -4.001 3.084  0.12
H -4.860 -5.335 4.633  0.12
H -6.103 -9.001 2.630  0.11
H -7.532 -7.672 1.078  0.12
C 8.175 4.469 -3.160  0.02
C 6.967 3.915 -3.104  0.02
C 6.326 3.599 -1.804  -0.38
O 5.228 3.091 -1.749  0.11
C 7.082 3.925 -0.568  0.02
C 8.290 4.479 -0.625  0.02
C 8.931 4.796 -1.925  -0.39
O 10.032 5.303 -1.978  0.10
H 8.662 4.708 -4.097  0.12
H 6.399 3.669 -3.992  0.12
H 6.594 3.685 0.368  0.12
H 8.859 4.724 0.263  0.12

Its total charge is -1. For the total energy, the calculation gives -46879.6281 eV.